C30H16BrCl4F6N5O8S2Ti as an isolated structure, computed with ωB97M-V with the def2-TZVPD basis set.

Properties
E_tot = -236428.5509 eV
total charge = 0
HOMO = -8.60 eV
ΔE to the lowest compared entry with this formula, charge and spin = 2.25 kcal/mol

Positions of all 73 atoms, in Å:
Ti: 0.68085 -0.70871 -0.33922
Br: -3.99429 -0.28777 -6.14167
C: -2.59281 -0.33116 -4.87639
C: -1.27176 -0.39067 -5.30638
C: -0.23794 -0.42335 -4.38973
C: -0.51653 -0.39358 -3.02584
O: 0.48549 -0.44178 -2.15449
C: -1.85077 -0.32591 -2.58725
C: -2.23140 -0.26069 -1.20022
N: -1.43198 -0.20926 -0.19320
C: -1.94980 -0.14266 1.13003
C: -3.21455 0.26039 1.47010
C: -3.62305 0.27495 2.81945
C: -2.76354 -0.09417 3.81388
C: -1.44134 -0.48183 3.49714
C: -0.48913 -0.87189 4.47009
C: 0.76735 -1.22973 4.08472
C: 1.09561 -1.18962 2.71492
N: 0.23737 -0.82414 1.79578
C: -1.03615 -0.49402 2.15350
C: -2.88408 -0.30506 -3.53079
H: -1.05419 -0.41776 -6.36551
H: 0.79188 -0.48200 -4.71274
H: -3.30555 -0.27125 -1.02317
H: -3.91488 0.58393 0.71246
H: -4.62935 0.58896 3.05995
H: -3.07449 -0.08768 4.85036
H: -0.77792 -0.88956 5.51362
H: 1.51448 -1.55126 4.79474
H: 2.07970 -1.48179 2.36979
H: -3.91283 -0.26540 -3.19726
Cl: 5.74434 3.25224 1.58408
C: 4.81864 1.90639 1.03721
C: 5.43776 0.68119 0.80140
Cl: 7.12989 0.49955 1.04784
C: 4.68502 -0.41654 0.36977
Cl: 5.38575 -1.95916 0.09652
C: 3.32583 -0.25228 0.15934
O: 2.48274 -1.22521 -0.22177
C: 2.70495 0.98319 0.37162
O: 1.39458 0.98945 0.12712
C: 3.44483 2.05864 0.83615
Cl: 2.62679 3.53332 1.18856
F: -0.23833 -5.54244 -2.52259
C: 0.37983 -4.53703 -1.91235
F: 0.75869 -3.64178 -2.82097
F: 1.44834 -4.99672 -1.27305
S: -0.79731 -3.77465 -0.71817
O: -0.04814 -2.58295 -0.26198
O: -1.98095 -3.48208 -1.45806
N: -1.01488 -4.78078 0.39744
S: -0.10097 -5.11267 1.66467
O: 0.43748 -6.42742 1.58523
O: 0.72266 -4.01494 2.07739
C: -1.45383 -5.20100 2.91673
F: -2.39954 -6.05616 2.55123
F: -0.92461 -5.60713 4.07147
F: -2.00206 -3.99617 3.10234
N: 1.78188 6.78783 -0.55400
C: 0.44762 6.52828 -0.50529
O: -0.37313 7.34885 -0.14764
C: 0.03853 5.14765 -0.94073
C: 0.78354 4.37930 -1.82488
C: 0.33067 3.10707 -2.13882
N: -0.78163 2.58221 -1.63841
C: -1.49364 3.33091 -0.80234
C: -1.13518 4.61554 -0.42769
H: 2.08224 7.67096 -0.17694
H: 2.45019 6.03831 -0.59849
H: 1.69242 4.75172 -2.27803
H: 0.89478 2.47701 -2.81887
H: -2.39800 2.88218 -0.40115
H: -1.74228 5.19982 0.24937

Charges per atom according to Löwdin partitioning, unit e: Ti 1.202; Br 0.753; C -0.682; C -0.092; C 0.020; C -0.299; O -0.139; C -0.136; C -0.043; N 0.046; C -0.163; C 0.004; C -0.050; C -0.014; C -0.135; C 0.022; C -0.005; C -0.072; N 0.046; C -0.130; C -0.058; H 0.109; H 0.130; H 0.137; H 0.112; H 0.112; H 0.120; H 0.127; H 0.120; H 0.132; H 0.116; Cl 0.678; C -0.699; C -0.701; Cl 0.685; C -0.614; Cl 0.740; C -0.347; O -0.148; C -0.347; O -0.157; C -0.599; Cl 0.741; F 0.159; C -0.667; F 0.157; F 0.163; S 0.644; O -0.381; O -0.228; N -0.269; S 0.616; O -0.243; O -0.269; C -0.682; F 0.153; F 0.141; F 0.131; N 0.174; C -0.501; O 0.068; C -0.149; C -0.023; C -0.125; N 0.085; C -0.120; C 0.009; H 0.114; H 0.074; H 0.114; H 0.114; H 0.102; H 0.120

A 3-piece molecular cluster, C5H13NO2 overall at a distorted geometry, computed with ωB97M-V with the def2-TZVPD basis set.

Properties
E_tot = -10973.9811 eV
total charge = 0
HOMO = -7.80 eV
ΔE to the lowest compared entry with this formula, charge and spin = 182.13 kcal/mol

Positions of all 21 atoms, in Å:
C: 1.85647 -1.00797 -2.12977
N: 1.94416 -0.97764 -0.71600
C: -3.28226 0.27959 0.63462
C: 0.90312 -0.85883 1.43331
C: 0.76724 -0.73255 -0.07322
C: 0.29915 0.76483 -0.37520
O: -0.26988 1.07906 -1.34344
H: 2.84565 -1.15499 -2.55860
H: 1.15804 -1.78417 -2.48817
H: 1.43066 -0.07850 -2.53707
H: -2.68099 -0.28361 1.34243
H: -2.96239 1.31227 0.67020
H: -3.16228 -0.16328 -0.35818
H: 0.95064 -1.90964 1.68365
H: 0.07820 -0.36046 1.94687
H: 1.86301 -0.41346 1.70193
H: -0.05627 -1.34204 -0.46223
H: 0.50510 1.51829 0.43037
H: -4.33854 0.26138 0.90925
H: -0.91977 1.88600 2.86654
O: -1.00403 1.30166 2.10285

Charges per atom according to natural (NBO) partitioning, unit e: C -0.504; N -0.097; C -0.856; C -0.643; C -0.214; C 0.512; O -0.385; H 0.223; H 0.231; H 0.252; H 0.226; H 0.240; H 0.185; H 0.220; H 0.310; H 0.218; H 0.261; H 0.266; H 0.204; H 0.429; O -1.078

C24H17F9MnN4O4S2Se as an isolated structure, computed with ωB97M-V with the def2-TZVPD basis set.

Properties
E_tot = -182114.3654 eV
total charge = -2
HOMO (spin up / spin down) = -1.90 / -1.97 eV
2S+1 = 2
⟨S²⟩ = 0.93
ΔE to the lowest compared entry with this formula, charge and spin = 9.71 kcal/mol

Positions of all 62 atoms, in Å:
Mn: 1.18394 0.04211 1.07150
C: -2.63795 -0.43941 3.51334
C: -1.29971 -0.99368 3.05031
C: -1.18069 -2.48959 3.29911
O: -1.14158 -0.79497 1.64449
C: -0.13476 -0.29044 3.82740
O: -0.22636 -0.24352 5.05445
O: 0.80026 0.16006 3.10035
H: -3.46016 -0.94093 2.99362
H: -2.69370 0.63108 3.30692
H: -2.74144 -0.58489 4.58774
H: -2.04152 -3.02543 2.88804
H: -1.11035 -2.67393 4.37070
H: -0.27585 -2.85744 2.81395
H: -1.39640 0.12121 1.42168
S: 3.53070 -0.59380 1.46607
C: 4.31002 -0.56560 -0.07907
C: 5.59182 -1.11180 -0.19725
C: 6.29746 -1.09783 -1.39421
C: 7.60776 -1.64953 -1.45564
N: 8.66633 -2.10308 -1.49697
C: 5.70173 -0.52640 -2.53994
C: 4.42335 0.01573 -2.43111
C: 3.71983 0.01955 -1.23016
S: 2.17543 0.81604 -1.14672
C: 6.39800 -0.49738 -3.77820
N: 6.95928 -0.47632 -4.78513
H: 6.04888 -1.55071 0.67992
H: 3.96574 0.46338 -3.30368
F: 0.36832 4.67061 1.75504
C: 0.16589 3.33326 1.80274
F: -0.44166 3.08176 2.97206
F: 1.37128 2.76080 1.83459
C: -0.66873 2.77387 0.58932
O: -0.53168 1.46607 0.41183
C: -0.25659 3.61098 -0.68384
F: -0.58793 2.95124 -1.80307
F: 1.05581 3.86066 -0.73051
F: -0.87903 4.82234 -0.74935
C: -2.17560 3.10432 0.87811
F: -2.39175 4.33596 1.39609
F: -2.91685 3.01625 -0.24645
F: -2.69478 2.22293 1.74805
C: -2.52746 -3.15001 -0.07590
N: -1.95693 -2.16077 -0.95016
C: -0.63748 -1.81794 -0.98989
Se: 0.75289 -2.64482 -0.13962
N: -0.51496 -0.79098 -1.85334
C: -1.74877 -0.42995 -2.34369
C: -2.14482 0.54347 -3.24541
C: -3.49478 0.59350 -3.57031
C: -4.41431 -0.29068 -3.01231
C: -4.02008 -1.26162 -2.09781
C: -2.67366 -1.31616 -1.77832
H: -1.70591 -3.65912 0.42352
H: -3.11559 -3.86851 -0.65145
H: -3.16323 -2.67092 0.67093
H: 0.37453 -0.27105 -1.94021
H: -1.43046 1.24243 -3.65707
H: -3.84105 1.34213 -4.27187
H: -5.45894 -0.22111 -3.28919
H: -4.73576 -1.94144 -1.65404

Charges per atom according to natural (NBO) partitioning, unit e: Mn 1.018; C -0.621; C 0.124; C -0.614; O -0.768; C 0.772; O -0.718; O -0.817; H 0.183; H 0.221; H 0.227; H 0.180; H 0.221; H 0.232; H 0.510; S -0.288; C -0.166; C -0.171; C -0.177; C 0.312; N -0.381; C -0.202; C -0.164; C -0.158; S -0.360; C 0.313; N -0.387; H 0.222; H 0.219; F -0.335; C 0.955; F -0.317; F -0.294; C 0.040; O -0.864; C 0.960; F -0.320; F -0.310; F -0.345; C 0.957; F -0.334; F -0.329; F -0.324; C -0.413; N -0.385; C 0.307; Se -0.179; N -0.587; C 0.195; C -0.219; C -0.230; C -0.234; C -0.239; C 0.112; H 0.260; H 0.187; H 0.211; H 0.471; H 0.231; H 0.204; H 0.201; H 0.211

C29H42NO4SSi3Tc as an isolated structure at a distorted geometry, computed with ωB97M-V with the def2-TZVPD basis set.

Properties
E_tot = -77099.8215 eV
total charge = +1
HOMO (spin up / spin down) = -11.30 / -11.30 eV
2S+1 = 2
⟨S²⟩ = 0.91

Positions of all 81 atoms, in Å:
Tc: -0.66041 -0.81571 -0.09747
O: -0.82324 2.31782 -0.60273
C: 0.10793 2.86547 0.30919
C: 0.99108 1.70379 0.79669
O: 2.01602 1.87881 1.38516
O: 0.52777 0.47064 0.55477
C: -0.63001 3.40982 1.54801
C: 0.04367 3.77083 2.71317
C: -0.64961 4.25884 3.80892
C: -2.03026 4.38749 3.76979
C: -2.71227 4.00157 2.62899
C: -2.01859 3.50559 1.53292
C: 0.99832 3.88759 -0.41902
C: 1.98401 4.62528 0.23270
C: 2.76528 5.53286 -0.46358
C: 2.58425 5.72215 -1.82598
C: 1.61949 4.98317 -2.48732
C: 0.83891 4.06973 -1.79032
H: -1.37848 3.04298 -0.91568
H: 1.11005 3.63247 2.79653
H: -0.10359 4.53128 4.70220
H: -2.56821 4.77087 4.62620
H: -3.79104 4.07817 2.58722
H: -2.58573 3.18625 0.66886
H: 2.17139 4.49044 1.28416
H: 3.52345 6.09339 0.06682
H: 3.19499 6.43347 -2.36543
H: 1.47010 5.10908 -3.55163
H: 0.11165 3.48899 -2.34017
C: -2.92307 -2.91918 -1.27633
O: -1.58232 -2.55830 -0.91481
Si: -0.30474 -3.70427 -0.69969
C: -0.93973 -4.99108 0.46558
C: -0.09122 -4.54333 -2.33714
C: 0.81622 -2.35887 -0.13886
Si: 1.96263 -1.68586 -1.50456
C: 3.27129 -0.46747 -1.01325
C: 0.74526 -0.78518 -2.64783
C: 2.89453 -3.03283 -2.39934
Si: 1.61051 -2.65851 1.58391
C: 2.94601 -1.44551 2.02936
C: 0.35427 -2.58425 2.96484
C: 2.38154 -4.36386 1.50716
H: -2.88448 -3.65546 -2.07770
H: -3.45620 -2.04282 -1.62577
H: -3.43442 -3.33816 -0.40977
H: -1.84986 -5.42219 0.03946
H: -1.17076 -4.62260 1.46258
H: -0.22246 -5.80745 0.55988
H: -0.99683 -5.11007 -2.56708
H: 0.72505 -5.26759 -2.28432
H: 0.10949 -3.86481 -3.16468
H: 2.96168 0.31452 -0.32628
H: 3.61231 0.01004 -1.93720
H: 4.13187 -0.97773 -0.57977
H: 0.17195 0.00852 -2.13051
H: 0.03097 -1.45393 -3.13134
H: 1.28001 -0.23800 -3.42761
H: 3.45846 -3.63278 -1.68058
H: 3.62681 -2.55801 -3.05728
H: 2.29241 -3.70486 -3.00436
H: 2.70479 -0.41111 1.79121
H: 3.90063 -1.69387 1.56425
H: 3.08331 -1.50792 3.11248
H: 0.12735 -1.54425 3.21304
H: 0.79073 -3.03501 3.85966
H: -0.58274 -3.09785 2.75650
H: 2.96329 -4.51290 0.59446
H: 1.64210 -5.16057 1.57696
H: 3.06625 -4.48245 2.35044
S: -2.14069 -0.78388 1.69615
C: -3.18218 -0.05527 0.48630
C: -4.48352 0.42054 0.59948
C: -5.08268 0.92252 -0.53946
C: -4.38799 0.96008 -1.75168
C: -3.09665 0.48760 -1.78512
N: -2.52267 -0.00068 -0.67948
H: -4.99705 0.38011 1.54939
H: -6.10032 1.28777 -0.49255
H: -4.84398 1.35142 -2.64895
H: -2.49207 0.50446 -2.68281

Charges per atom according to Löwdin partitioning, unit e: Tc 1.346; O -0.058; C -0.308; C -0.452; O 0.143; O -0.233; C -0.110; C -0.021; C -0.055; C -0.074; C -0.070; C -0.027; C -0.114; C -0.016; C -0.058; C -0.076; C -0.072; C -0.028; H 0.103; H 0.105; H 0.111; H 0.108; H 0.106; H 0.101; H 0.101; H 0.110; H 0.108; H 0.106; H 0.106; C -0.067; O -0.464; Si 0.360; C -0.132; C -0.145; C -0.513; Si 0.416; C -0.158; C -0.167; C -0.156; Si 0.413; C -0.163; C -0.201; C -0.158; H 0.095; H 0.073; H 0.102; H 0.050; H 0.033; H 0.045; H 0.046; H 0.054; H 0.033; H 0.015; H 0.052; H 0.042; H 0.002; H 0.030; H 0.055; H 0.039; H 0.047; H 0.013; H 0.009; H 0.038; H 0.051; H 0.014; H 0.049; H -0.002; H 0.031; H 0.019; H 0.047; S 0.744; C -0.690; C -0.048; C -0.026; C -0.036; C -0.117; N -0.145; H 0.122; H 0.123; H 0.116; H 0.130

Number 4 is which compound?
C29H42NO4SSi3Tc

Which value of total charge does entry 1 give?
0

The lowest total charge belongs to which entry?
C24H17F9MnN4O4S2Se

Please write out number 2 again, unchanged.
A 3-piece molecular cluster, C5H13NO2 overall at a distorted geometry, computed with ωB97M-V with the def2-TZVPD basis set.

Properties
E_tot = -10973.9811 eV
total charge = 0
HOMO = -7.80 eV
ΔE to the lowest compared entry with this formula, charge and spin = 182.13 kcal/mol

Positions of all 21 atoms, in Å:
C: 1.85647 -1.00797 -2.12977
N: 1.94416 -0.97764 -0.71600
C: -3.28226 0.27959 0.63462
C: 0.90312 -0.85883 1.43331
C: 0.76724 -0.73255 -0.07322
C: 0.29915 0.76483 -0.37520
O: -0.26988 1.07906 -1.34344
H: 2.84565 -1.15499 -2.55860
H: 1.15804 -1.78417 -2.48817
H: 1.43066 -0.07850 -2.53707
H: -2.68099 -0.28361 1.34243
H: -2.96239 1.31227 0.67020
H: -3.16228 -0.16328 -0.35818
H: 0.95064 -1.90964 1.68365
H: 0.07820 -0.36046 1.94687
H: 1.86301 -0.41346 1.70193
H: -0.05627 -1.34204 -0.46223
H: 0.50510 1.51829 0.43037
H: -4.33854 0.26138 0.90925
H: -0.91977 1.88600 2.86654
O: -1.00403 1.30166 2.10285

Charges per atom according to natural (NBO) partitioning, unit e: C -0.504; N -0.097; C -0.856; C -0.643; C -0.214; C 0.512; O -0.385; H 0.223; H 0.231; H 0.252; H 0.226; H 0.240; H 0.185; H 0.220; H 0.310; H 0.218; H 0.261; H 0.266; H 0.204; H 0.429; O -1.078